Molecular formula: C48H42CsFN8O5S
Method: DFT, ωB97M-V/def2-TZVPD

Cartesian coordinates (Å):
Cs 0.158 0.599 0.163
O -5.697 1.552 -0.092
C -4.477 1.487 -0.213
N -3.492 1.986 0.563
C -3.889 2.755 1.632
O -4.795 3.564 1.713
C -3.063 2.461 2.886
C -3.582 2.794 4.133
C -2.820 2.545 5.262
C -1.556 2.007 5.112
C -1.117 1.710 3.827
N -1.857 1.907 2.748
C -3.957 0.678 -1.407
C -4.812 0.548 -2.503
C -4.398 -0.170 -3.609
C -3.146 -0.764 -3.586
C -2.377 -0.611 -2.439
N -2.762 0.084 -1.377
H -4.566 3.242 4.176
H -3.207 2.770 6.249
H -0.924 1.795 5.965
H -0.144 1.258 3.654
H -5.781 1.024 -2.434
H -5.043 -0.269 -4.475
H -2.762 -1.331 -4.423
H -1.389 -1.058 -2.385
C 3.632 1.554 -7.275
C 3.914 0.175 -6.682
C 3.606 -0.900 -7.721
C 3.883 -2.286 -7.156
C 3.099 -2.478 -5.885
C 2.704 -3.736 -5.474
C 2.004 -3.894 -4.288
F 1.655 -5.158 -3.927
C 1.669 -2.828 -3.496
C 2.038 -1.545 -3.910
C 1.651 -0.402 -3.033
O 0.932 -0.615 -2.062
C 2.212 0.871 -3.430
C 2.894 0.947 -4.591
N 3.133 -0.073 -5.468
C 2.761 -1.360 -5.102
C 2.097 2.201 -2.629
O 2.759 3.147 -3.106
O 1.375 2.168 -1.619
H 4.110 1.623 -8.254
H 4.016 2.366 -6.661
H 2.558 1.697 -7.403
H 4.980 0.111 -6.428
H 4.216 -0.711 -8.606
H 2.557 -0.812 -8.017
H 4.954 -2.389 -6.953
H 3.624 -3.062 -7.880
H 2.943 -4.614 -6.063
H 1.152 -2.955 -2.553
H 3.283 1.926 -4.837
C 0.359 -3.528 5.656
C -0.010 -2.043 5.721
C -1.420 -1.763 5.265
C -2.455 -1.697 6.193
C -3.746 -1.393 5.794
C -4.006 -1.145 4.454
C -3.001 -1.209 3.492
C -3.325 -0.908 2.050
C -3.652 -2.155 1.225
C -1.697 -1.540 3.905
N -0.621 -1.554 2.988
C -0.344 -2.666 2.408
C 0.723 -2.913 1.503
C 0.910 -4.148 0.832
C 2.037 -3.990 0.040
C 2.471 -2.674 0.268
N 1.700 -2.009 1.135
H 1.371 -3.690 6.040
H 0.331 -3.892 4.629
H -0.334 -4.128 6.250
H 0.684 -1.473 5.099
H 0.099 -1.693 6.752
H -2.234 -1.866 7.244
H -4.544 -1.328 6.525
H -5.008 -0.873 4.138
H -2.501 -0.365 1.588
H -4.178 -0.221 2.018
H -2.787 -2.817 1.149
H -3.938 -1.863 0.211
H -4.475 -2.721 1.670
H -0.974 -3.546 2.603
H 0.284 -5.026 0.926
H 2.487 -4.717 -0.622
H 3.321 -2.181 -0.189
N -1.276 4.441 0.982
C -0.009 4.462 1.475
N 0.798 3.459 1.381
C 2.050 3.775 1.840
C 3.149 2.916 1.806
C 4.359 3.364 2.303
C 4.491 4.646 2.844
C 3.411 5.513 2.881
C 2.200 5.071 2.371
S 0.674 5.916 2.212
H -1.602 3.511 0.731
H -1.974 5.004 1.442
H 3.049 1.932 1.359
H 5.224 2.713 2.268
H 5.450 4.970 3.228
H 3.519 6.511 3.289

Cartesian forces, eV/Å:
Cs -0.9 -0.1 1.4
O -0.4 -0.1 0.1
C 1.1 0.2 -0.2
N -0.7 0.4 0.4
C 0.4 -1.3 -0.3
O -0.2 0.5 0.1
C 0.2 0.2 0.1
C -0.1 0.1 -0.1
C -0.1 0.0 0.1
C 0.1 -0.1 0.0
C 0.0 -0.2 0.2
N 0.0 0.2 -0.3
C -0.2 -0.2 -0.1
C 0.0 0.1 0.1
C 0.0 0.0 0.0
C 0.0 0.0 0.1
C 0.1 -0.1 -0.3
N -0.1 0.4 0.2
H 0.0 0.0 0.0
H 0.0 0.0 0.0
H 0.0 0.0 0.0
H 0.0 0.0 0.1
H 0.0 0.0 -0.1
H 0.0 0.0 0.0
H 0.0 0.0 0.0
H 0.0 0.0 0.0
C 0.0 0.0 0.1
C 0.0 0.1 -0.3
C 0.1 0.0 0.1
C -0.1 0.1 0.0
C 0.0 -0.1 -0.1
C 0.0 0.0 0.0
C -0.1 0.0 0.1
F 0.0 0.2 0.0
C 0.0 -0.2 -0.1
C 0.1 0.0 -0.1
C 0.1 -0.1 0.0
O 0.3 -0.4 -1.0
C -0.1 0.1 0.2
C 0.1 0.0 -0.2
N -0.1 0.1 0.1
C -0.2 -0.1 0.3
C 0.3 0.0 -0.4
O -0.1 -0.1 0.1
O 0.3 0.4 -0.3
H 0.0 0.0 0.0
H 0.0 0.0 0.0
H 0.0 0.0 0.0
H 0.0 0.0 0.0
H 0.0 0.0 0.0
H 0.0 0.0 0.0
H 0.0 0.0 0.0
H 0.0 0.0 0.0
H 0.0 0.0 0.0
H 0.0 0.0 0.0
H 0.0 0.0 0.0
C 0.1 0.0 0.0
C -0.1 -0.1 0.0
C 0.0 0.1 0.0
C 0.0 0.0 -0.1
C -0.1 0.0 0.0
C 0.1 0.0 0.0
C 0.0 0.0 0.0
C 0.0 -0.1 0.1
C 0.0 0.1 0.0
C 0.2 0.0 -0.1
N -0.3 0.0 0.2
C -0.2 0.3 0.1
C 0.5 -0.2 -0.6
C -0.3 0.2 0.3
C 0.2 -0.2 -0.2
C 0.1 0.3 0.0
N -0.3 -0.4 0.2
H 0.0 0.0 0.0
H 0.0 0.0 0.0
H 0.0 0.0 0.0
H 0.0 0.0 0.0
H 0.0 0.0 0.0
H 0.0 0.0 0.0
H 0.0 0.0 0.0
H 0.0 0.0 0.0
H 0.0 0.0 0.0
H 0.0 -0.1 0.0
H 0.0 0.0 0.0
H 0.0 0.0 0.1
H 0.0 0.0 0.0
H 0.0 0.0 0.0
H 0.0 0.0 0.0
H 0.0 0.0 0.0
H 0.0 0.0 0.0
N 0.2 0.1 0.2
C -0.1 -0.4 -0.1
N -0.2 0.1 -0.1
C 0.2 0.2 0.1
C 0.0 0.0 -0.1
C 0.0 0.0 0.1
C 0.1 -0.1 0.0
C -0.1 0.0 0.0
C -0.1 -0.1 -0.1
S 0.1 0.0 0.0
H -0.1 0.0 -0.1
H 0.0 0.0 0.0
H 0.0 0.1 0.1
H 0.0 0.0 0.0
H 0.0 0.0 0.0
H 0.0 0.0 0.0

Computed properties:
energy = -86722.6482 eV
HOMO-LUMO gap = 5.71 eV
molar mass = 994.88 g/mol
energy relative to the best compared isomer or geometry (same formula, charge and spin) = 91.4 kJ/mol
net charge = -2
spin multiplicity = 1